ORCA calculation (ωB97M-V/def2-TZVPD) on a structure of composition C17H24Br4F3N2OPS3Si at a distorted geometry.

Geometry as XYZ:
```
56
Properties=species:S:1:pos:R:3:forces:R:3
C -2.004 2.684 0.209 0.1 0.2 0.5
Si -2.386 0.832 0.559 -0.1 1.4 -0.3
C -1.399 0.373 2.125 -0.1 0.3 -0.2
C -4.259 0.759 0.954 0.3 -0.5 0.4
O -1.938 -0.032 -0.853 -0.7 -0.5 2.0
C -1.863 -1.451 -0.651 0.8 -0.8 -0.8
C -0.845 -2.026 -1.767 -0.1 0.2 1.1
C 0.132 -0.853 -2.110 1.5 1.0 -0.3
C -0.147 -0.099 -3.416 2.4 2.6 0.6
S -1.519 -0.556 -4.529 0.2 0.0 0.7
C 0.691 1.047 -3.816 -0.1 -2.0 0.2
P 0.320 2.007 -5.394 -0.9 1.3 1.8
S -0.716 3.591 -4.835 0.0 -0.2 -0.2
C 1.855 1.513 -2.979 -1.9 -1.6 -0.1
N 2.692 2.562 -3.263 -0.5 -2.8 3.0
S 3.712 2.531 -1.911 -1.2 -0.9 -0.4
N 3.126 1.272 -1.007 -1.3 0.1 -2.0
C 2.060 0.709 -1.691 1.1 1.8 -0.2
C 1.243 -0.450 -1.231 -2.2 -0.6 -2.7
C 1.445 -1.229 0.104 0.4 1.1 -0.1
C 2.947 -1.543 0.475 -0.4 -0.6 0.7
C 3.495 -2.899 -0.104 0.9 0.8 0.9
F 4.781 -3.070 0.474 -1.6 0.3 -0.8
Br 2.457 -4.476 0.533 0.5 0.9 -0.3
C 3.726 -2.900 -1.683 1.6 -0.6 -0.6
F 3.909 -1.625 -2.201 -0.6 -1.9 1.0
F 4.939 -3.565 -1.905 -1.9 1.0 0.1
Br 2.359 -3.902 -2.712 0.7 1.0 0.3
H -2.931 3.312 0.381 1.0 -0.7 -0.4
H -1.256 3.038 0.985 -0.7 -0.3 -1.0
H -1.577 2.862 -0.814 -0.5 -0.1 0.9
H -1.380 -0.732 2.303 0.2 1.1 0.0
H -0.369 0.835 2.072 -0.9 -0.8 0.0
H -1.912 0.886 2.994 0.5 -0.7 -0.9
H -4.408 1.457 1.832 0.0 -0.6 -1.0
H -4.561 -0.275 1.307 0.1 1.2 -0.6
H -4.856 1.105 0.068 0.4 -0.4 0.9
H -2.875 -1.938 -0.703 0.9 0.5 -0.2
H -1.409 -1.750 0.340 -0.5 0.6 -0.8
H -0.318 -2.901 -1.279 -0.4 1.0 -0.7
H -1.387 -2.444 -2.652 0.5 0.7 0.7
H -2.174 0.634 -4.754 0.7 -0.4 0.6
H 1.509 2.486 -6.014 -0.1 -1.0 0.1
H -0.513 1.247 -6.257 1.1 -0.2 0.1
H 0.843 -2.178 0.127 0.7 1.0 -0.2
H 1.010 -0.576 0.922 0.6 -0.7 -0.8
H 2.979 -1.659 1.601 0.1 -0.1 -1.3
H 3.676 -0.727 0.232 -0.8 -0.7 -0.1
Br -2.419 2.423 5.463 0.0 -0.1 0.1
C -1.324 1.409 6.716 0.0 0.3 0.0
C -0.207 0.684 6.009 0.1 -0.3 0.1
Br -0.861 -0.906 5.092 0.1 -0.1 0.4
H -1.994 0.743 7.255 0.1 0.0 -0.1
H -0.922 2.151 7.406 0.0 -0.1 -0.1
H 0.525 0.315 6.727 -0.1 0.1 0.0
H 0.298 1.294 5.263 -0.1 0.0 0.1
```
Positions in Å, forces in eV/Å.

M = 804.3 Da
calculated total energy = -13267.9535 Eh
highest occupied orbital energy = -8.172 eV
largest force on an atom = 4.1 eV/Å


ORCA calculation (ωB97M-V/def2-TZVPD) on a structure of composition C17H24CoN8OSe at a distorted geometry.

Geometry as XYZ:
```
52
Properties=species:S:1:pos:R:3:forces:R:3
Co 0.493 -0.194 -0.341 -0.1 -0.2 0.4
C 1.641 -2.254 1.292 0.2 0.1 0.3
C 2.818 -1.405 0.846 -0.1 -0.1 -0.2
N 2.319 -0.072 0.389 -0.1 0.1 0.2
C 3.143 0.520 -0.698 -0.2 0.0 -0.2
C 2.783 -0.187 -2.022 0.1 0.1 0.1
N 1.458 -0.893 -1.909 0.2 -0.2 0.3
C 1.564 -2.384 -1.889 0.0 -0.2 0.0
C 0.583 -2.967 -0.890 -0.2 -0.1 -0.4
N 0.497 -2.135 0.341 0.4 1.1 -0.4
H 1.957 -3.294 1.407 -0.2 0.0 0.0
H 1.284 -1.912 2.265 0.0 0.0 0.0
H 3.537 -1.274 1.655 -0.1 0.0 0.0
H 3.360 -1.870 0.028 0.0 0.0 0.0
H 2.369 0.555 1.193 -0.2 0.0 -0.1
H 2.911 1.585 -0.756 0.0 0.0 0.1
H 4.203 0.436 -0.455 0.0 0.0 -0.1
H 2.710 0.547 -2.822 0.0 0.0 0.0
H 3.554 -0.897 -2.317 -0.1 -0.1 0.0
H 0.891 -0.608 -2.718 -0.1 0.1 0.1
H 1.352 -2.787 -2.881 0.0 0.0 0.0
H 2.586 -2.672 -1.661 0.0 0.1 0.0
H -0.419 -2.985 -1.323 0.0 0.0 0.1
H 0.853 -3.998 -0.653 0.0 0.0 0.1
H -0.343 -2.438 0.828 -0.1 0.3 0.1
Se -1.437 0.454 -4.900 -0.3 0.0 0.2
N -3.019 0.093 -4.279 -0.3 0.0 -0.5
C -2.936 -0.160 -2.984 0.5 0.1 0.2
C -4.004 -0.488 -2.122 0.0 0.0 0.3
C -3.700 -0.694 -0.794 -0.1 0.0 -0.3
C -2.374 -0.578 -0.354 0.2 0.0 -0.1
N -1.341 -0.279 -1.143 0.5 -0.4 1.4
C -1.600 -0.068 -2.451 0.0 0.3 -1.1
N -0.649 0.256 -3.321 0.0 -0.1 0.2
H -5.008 -0.564 -2.520 0.0 0.0 0.1
H -4.460 -0.951 -0.070 -0.1 0.0 0.0
H -2.149 -0.750 0.696 0.0 0.1 -0.1
N -2.474 1.543 4.605 0.3 -0.2 -0.5
C -1.762 2.599 4.137 -0.2 -0.2 0.1
O -1.589 3.613 4.752 0.1 0.5 0.3
C -1.110 2.525 2.762 -0.3 -0.4 0.1
C -0.802 3.730 2.144 0.1 -0.1 -0.4
C -0.154 3.707 0.909 -0.1 0.1 0.2
C 0.165 2.488 0.352 0.0 0.0 0.0
N -0.123 1.321 0.955 0.2 -0.9 -0.6
C -0.758 1.340 2.132 0.0 0.0 0.3
H -2.863 1.600 5.533 0.0 0.1 0.0
H -2.698 0.734 4.054 -0.1 0.1 0.0
H -1.077 4.665 2.613 0.0 0.0 0.1
H 0.096 4.621 0.390 0.0 0.0 0.0
H 0.667 2.442 -0.616 0.0 0.0 0.0
H -0.947 0.383 2.609 0.0 0.0 -0.1
```
Positions in Å, forces in eV/Å.

M = 494.3 Da
calculated total energy = -4958.7067 Eh
highest occupied orbital energy (spin up / spin down) = -17.579 / -17.578 eV
largest force on an atom = 1.6 eV/Å
net charge = +3


ORCA calculation (ωB97M-V/def2-TZVPD) on a structure of composition C17H24F4Mn2O11S at a distorted geometry.

Geometry as XYZ:
```
59
Properties=species:S:1:pos:R:3:forces:R:3
Mn -14.176 0.070 -19.631 1.1 -2.4 0.4
Mn -12.039 -4.950 -19.801 -0.7 2.1 0.7
F -13.284 -2.492 -20.547 0.1 0.2 1.0
C -11.197 -1.459 -14.664 -0.5 -0.7 0.0
F -10.674 -2.224 -13.739 -0.6 -0.9 0.5
F -11.782 -0.421 -14.077 0.1 0.0 -0.5
F -10.195 -1.126 -15.428 0.7 1.2 -1.2
S -12.487 -2.340 -15.768 -1.9 -2.8 -0.5
O -13.158 -1.288 -16.571 0.2 0.8 -0.1
O -11.869 -3.349 -16.668 0.5 1.2 0.4
O -13.411 -2.996 -14.846 1.0 1.2 -0.4
O -8.641 -3.412 -20.043 2.5 1.1 1.8
C -7.590 -2.944 -19.518 -2.8 -1.8 -0.2
O -7.045 -3.471 -18.368 -2.9 0.3 -1.5
C -5.864 -2.805 -18.047 2.3 -0.1 0.0
C -5.393 -2.261 -19.362 0.2 1.7 -1.1
C -6.749 -1.817 -20.026 0.7 -1.2 0.1
H -5.193 -3.597 -17.713 0.1 0.3 0.4
H -5.894 -1.995 -17.318 -0.8 -0.3 0.3
H -4.833 -3.027 -19.898 -0.4 0.1 -0.4
H -4.742 -1.390 -19.284 0.1 -0.2 0.2
H -6.821 -1.760 -21.112 0.3 -0.1 0.1
H -7.139 -0.878 -19.634 0.2 0.0 0.3
O -8.715 -1.366 -25.343 -3.0 0.2 -1.1
C -9.897 -1.163 -25.659 4.1 0.8 -0.1
O -10.851 -1.329 -24.762 -1.2 -0.6 1.9
C -12.201 -1.128 -25.247 1.7 -0.3 -1.4
C -11.904 -0.370 -26.533 -2.2 1.2 -1.7
C -10.437 -0.470 -26.926 -0.4 -0.8 1.0
H -12.843 -0.541 -24.589 0.4 -0.3 0.4
H -12.597 -2.124 -25.446 -0.3 0.1 0.2
H -12.307 0.639 -26.454 0.6 0.4 0.3
H -12.545 -0.714 -27.344 0.1 -0.5 0.0
H -9.910 0.472 -27.077 -0.1 0.0 0.2
H -10.328 -1.039 -27.850 0.3 -0.2 0.3
O -16.581 -4.274 -25.565 -2.5 -2.4 3.9
C -17.232 -4.731 -24.579 1.6 3.3 -2.5
O -17.410 -6.018 -24.268 1.6 -0.3 -1.4
C -18.058 -6.230 -23.052 -2.8 0.4 0.8
C -18.857 -4.936 -22.821 1.0 0.9 0.2
C -17.910 -3.900 -23.446 -0.5 -0.8 0.0
H -17.422 -6.469 -22.199 0.4 0.0 -0.3
H -18.808 -7.005 -23.208 0.5 -0.5 0.1
H -19.028 -4.635 -21.787 -0.2 -0.6 0.1
H -19.795 -4.876 -23.372 0.0 -0.5 0.1
H -17.131 -3.640 -22.730 0.2 0.2 0.0
H -18.531 -3.030 -23.656 0.8 0.2 -0.8
O -14.976 -6.451 -18.458 0.5 0.3 -0.6
C -15.640 -6.997 -17.598 2.5 -0.7 0.9
O -16.929 -6.869 -17.547 -1.1 -0.1 -0.2
C -17.472 -7.568 -16.415 0.2 -0.4 1.9
C -16.254 -7.752 -15.466 -1.2 -0.4 0.0
C -15.108 -7.896 -16.416 -0.6 0.8 -0.7
H -17.916 -8.535 -16.650 0.2 0.1 -0.7
H -18.250 -6.975 -15.934 0.1 0.2 -0.4
H -16.329 -8.657 -14.863 -0.3 0.3 0.3
H -16.139 -6.859 -14.851 0.0 -0.2 0.1
H -15.031 -8.928 -16.756 0.1 0.0 -0.2
H -14.201 -7.604 -15.887 0.3 0.2 -0.9
```
Positions in Å, forces in eV/Å.

M = 622.3 Da
<S²> = 30.01
calculated total energy = -4588.5289 Eh
highest occupied orbital energy (spin up / spin down) = -13.536 / -13.536 eV
spin multiplicity = 11
largest force on an atom = 5.2 eV/Å
net charge = +2
relative energy (zero: lowest compared OMol25 entry of this formula, charge and spin) = 365.2 kcal per mole


ORCA calculation (ωB97M-V/def2-TZVPD) on a cluster of 3 separate species, C17H24F6NO11P in total.

Geometry as XYZ:
```
60
Properties=species:S:1:pos:R:3:forces:R:3
C 1.921 1.359 -2.856 0.3 -0.3 0.0
C 1.945 0.240 -3.886 0.1 0.3 -0.4
O 0.860 -0.667 -3.798 -0.2 0.2 0.4
C 0.900 -1.507 -2.660 0.1 -0.3 -0.2
C -0.492 -1.698 -2.008 0.0 -0.1 0.1
O -1.550 -1.112 -2.737 -0.1 0.0 -0.1
C -1.762 0.243 -2.429 0.3 -0.1 0.1
C -2.892 0.382 -1.455 -0.1 0.3 0.1
C -4.200 0.133 -1.535 0.2 0.0 0.0
P -5.136 -0.416 -2.971 0.0 0.0 -0.6
N -4.671 0.021 -4.370 0.1 -0.1 0.6
O -6.583 0.108 -2.545 -0.2 -0.1 0.0
O -5.267 -2.002 -2.841 0.2 0.0 0.2
C -4.779 0.395 -0.179 -0.2 -0.1 -0.2
O -5.799 0.011 0.289 0.0 0.2 0.0
O -3.837 1.103 0.550 0.2 -0.5 0.3
C -2.623 0.863 -0.061 -0.1 0.2 0.0
O -1.582 0.998 0.497 0.1 0.2 -0.1
H 2.356 1.014 -1.926 -0.1 0.0 0.1
H 2.534 2.197 -3.189 0.0 0.0 -0.1
H 0.916 1.730 -2.673 -0.1 0.0 -0.1
H 1.886 0.671 -4.885 -0.2 -0.1 -0.1
H 2.901 -0.294 -3.847 0.0 -0.1 0.1
H 1.614 -1.141 -1.919 0.0 0.1 0.1
H 1.253 -2.492 -2.978 0.1 0.0 0.0
H -0.481 -1.330 -0.977 0.0 0.1 0.0
H -0.720 -2.761 -1.960 0.0 -0.1 0.0
H -0.876 0.677 -1.964 0.0 0.1 0.0
H -1.948 0.801 -3.346 -0.1 0.0 -0.1
H -3.818 0.561 -4.382 0.0 0.0 -0.3
H -7.188 0.051 -3.299 0.0 0.2 0.1
H -5.550 -2.271 -1.956 -0.2 -0.1 -0.1
C 1.547 4.508 4.011 0.0 0.0 -0.2
C 1.868 3.032 3.962 0.0 0.0 0.3
O 1.757 2.507 2.617 0.0 0.0 -0.1
C 2.769 2.771 1.809 0.0 0.0 0.0
O 3.765 3.381 2.059 0.0 0.0 0.0
C 2.509 2.143 0.420 -0.1 0.0 0.0
F 1.267 2.385 0.005 -0.1 0.1 0.0
F 2.663 0.808 0.469 0.1 0.0 0.1
F 3.360 2.627 -0.473 0.1 0.1 0.1
H 0.556 4.694 3.598 0.0 0.0 0.1
H 1.564 4.851 5.045 0.0 0.0 0.0
H 2.272 5.088 3.443 0.0 0.0 0.0
H 1.146 2.456 4.537 0.0 0.0 -0.1
H 2.866 2.818 4.344 0.0 0.0 -0.1
C 2.044 -0.856 3.154 0.2 -0.2 0.1
C 0.834 -1.670 2.760 -0.2 0.3 0.0
O 1.209 -2.925 2.147 0.0 -0.1 0.0
C 1.583 -3.888 2.972 0.0 0.0 0.0
O 1.633 -3.847 4.165 0.0 0.0 0.0
C 1.925 -5.159 2.159 0.0 0.1 0.1
F 2.721 -4.872 1.124 0.0 0.0 0.0
F 0.798 -5.704 1.680 0.0 0.0 0.0
F 2.534 -6.053 2.926 0.0 0.0 0.0
H 2.691 -0.698 2.294 0.0 0.0 0.0
H 1.721 0.112 3.530 0.0 0.0 0.0
H 2.628 -1.352 3.929 -0.1 0.0 0.0
H 0.253 -1.156 1.997 0.0 0.0 -0.1
H 0.182 -1.868 3.611 0.1 -0.1 0.0
```
Positions in Å, forces in eV/Å.

M = 563.3 Da
calculated total energy = -2485.1848 Eh
highest occupied orbital energy = -9.720 eV
SMILES = CCOCCOCC1=C(P(=N)(O)O)C(=O)OC1=O.CCOC(=O)C(F)(F)F.CCOC(=O)C(F)(F)F
largest force on an atom = 0.7 eV/Å
relative energy (zero: lowest compared OMol25 entry of this formula, charge and spin) = 0.0 kcal per mole


> Which of these has the lowest calculated total energy?

C17H24Br4F3N2OPS3Si


> Look up the M of the first one.

804.3 Da